No. 1
The following is a quantum chemistry calculation of a molecular structure, C35H32ClF24O25PS, from the Open Molecules 2025 dataset.

Values from the calculation:
Multiplicity   1

Last column: Mulliken charge in e.
Geometry (Å):
1 C 1.2054 2.5126 -0.8007  0.10
2 P 1.6425 4.2411 -1.1534  0.10
3 C 3.1184 4.1802 -2.2365  -0.95
4 C 2.3770 4.9510 0.4188  0.65
5 C 1.2349 5.3514 1.3717  -0.59
6 C 0.3182 6.4647 0.8351  -1.61
7 C -0.9901 6.5434 1.6173  1.03
8 F -1.1420 7.7791 2.1890  -0.37
9 F -1.0463 5.6445 2.6409  -0.24
10 C -2.2685 6.3605 0.7462  0.45
11 F -2.3076 7.3860 -0.1311  -0.32
12 F -3.3660 6.4503 1.5295  -0.33
13 C -2.2881 5.0311 -0.0861  0.72
14 F -1.3053 4.1936 0.3188  0.18
15 F -2.0387 5.3452 -1.3713  -0.33
16 C -3.6053 4.2044 -0.1109  0.19
17 F -3.4568 3.2880 -1.0838  -0.26
18 F -4.6096 5.0196 -0.4704  -0.31
19 C -3.9703 3.4782 1.2436  0.73
20 F -3.0817 3.7654 2.2085  -0.27
21 F -5.1713 3.9309 1.6505  -0.35
22 C -4.1071 1.9302 1.1496  0.51
23 F -4.9243 1.6194 0.1343  -0.29
24 F -4.6938 1.5026 2.2936  -0.37
25 C -2.8164 1.0579 1.0166  0.49
26 F -3.2675 -0.2177 1.0115  -0.07
27 F -2.1931 1.2769 -0.1470  -0.24
28 C -1.7345 1.1361 2.1447  0.31
29 F -0.9382 2.1755 1.9760  -0.07
30 F -2.2749 1.1805 3.3551  -0.28
31 F -0.9882 0.0312 2.0624  -0.18
32 O 3.1473 6.1413 0.1127  -0.43
33 S 4.4964 6.2335 0.9661  1.14
34 O 5.5706 5.8639 0.1009  -0.57
35 O 4.5353 7.4392 1.7147  -0.59
36 O 4.1486 5.0450 1.9602  -0.39
37 C 3.3946 4.0670 1.1874  0.28
38 Cl 2.7754 2.8951 2.3183  -0.09
39 H 2.0397 1.9101 -0.4127  -0.30
40 H 0.8861 2.0635 -1.7485  0.54
41 H 0.3656 2.4578 -0.1042  -0.21
42 H 3.8492 3.4390 -1.8993  0.08
43 H 2.7919 3.9915 -3.2601  0.53
44 H 3.5806 5.1703 -2.1699  0.35
45 H 1.6657 5.6915 2.3216  0.58
46 H 0.6609 4.4429 1.5755  -0.19
47 H 0.8245 7.4324 0.9081  0.56
48 H 0.1127 6.3061 -0.2301  0.43
49 H 4.1195 3.5674 0.5383  0.36
50 C -1.8523 -2.8550 -0.0200  0.69
51 C -3.1386 -3.3940 -0.6055  0.61
52 O -2.6653 -4.4273 -1.4517  -0.34
53 C -1.4872 -4.8823 -0.9443  0.39
54 O -0.9464 -5.8838 -1.2688  -0.60
55 O -1.0160 -4.0134 -0.0125  -0.33
56 F -3.7882 -2.4662 -1.3516  -0.35
57 H -1.4167 -2.0954 -0.6730  -0.20
58 H -1.9646 -2.4538 0.9829  -0.11
59 H -3.8325 -3.8138 0.1221  0.21
60 C -7.4045 -0.4040 2.3402  0.13
61 C -8.8616 -0.1989 1.9852  0.34
62 O -9.4922 -1.2512 2.6892  -0.33
63 C -8.7206 -1.5609 3.7697  0.63
64 O -9.0669 -2.2204 4.6872  -0.50
65 O -7.4931 -0.9910 3.6403  -0.34
66 F -9.0945 -0.3391 0.6605  -0.28
67 H -6.9334 -1.1100 1.6532  0.16
68 H -6.8302 0.5153 2.3706  -0.13
69 H -9.2805 0.7531 2.3161  0.30
70 C 3.2873 -2.2812 2.3175  -0.44
71 C 3.2114 -2.7285 0.8707  0.31
72 O 2.9866 -1.5069 0.1916  -0.10
73 C 3.4975 -0.5034 0.9472  0.48
74 O 3.6579 0.6115 0.5763  -0.63
75 O 3.7733 -0.9413 2.1964  -0.33
76 F 2.1717 -3.5656 0.6801  -0.24
77 H 2.2898 -2.2605 2.7585  0.25
78 H 3.9518 -2.8795 2.9337  0.31
79 H 4.1199 -3.1835 0.4744  0.29
80 C 1.0769 -4.6774 -2.6445  0.32
81 C 0.4858 -4.1513 -3.9325  0.34
82 O -0.1621 -2.9669 -3.5076  -0.33
83 C 0.4880 -2.5123 -2.3966  0.35
84 O 0.3446 -1.4296 -1.9351  -0.52
85 O 1.3105 -3.4684 -1.9129  -0.13
86 F -0.4258 -4.9938 -4.4710  -0.30
87 H 0.3628 -5.2989 -2.1021  0.24
88 H 2.0042 -5.2247 -2.7821  -0.21
89 H 1.2211 -3.8982 -4.6991  0.33
90 C 6.9553 1.3029 -3.7621  -0.39
91 C 6.9507 1.8744 -2.3604  0.27
92 O 6.7789 0.7193 -1.5634  -0.27
93 C 7.2922 -0.3404 -2.2467  0.64
94 O 7.5287 -1.4014 -1.7785  -0.51
95 O 7.4963 -0.0025 -3.5453  -0.34
96 F 5.9185 2.7248 -2.1519  -0.25
97 H 5.9383 1.2197 -4.1488  0.29
98 H 7.5723 1.8591 -4.4615  0.30
99 H 7.8759 2.3736 -2.0670  0.24
100 C 4.2607 -7.1947 -5.1528  -0.44
101 C 5.1389 -8.3236 -4.6521  0.29
102 O 5.2726 -8.0143 -3.2766  -0.33
103 C 4.1744 -7.3111 -2.8945  0.63
104 O 3.8498 -7.0980 -1.7765  -0.48
105 O 3.4895 -6.8860 -3.9875  -0.25
106 F 6.3587 -8.3218 -5.2328  -0.28
107 H 4.8623 -6.3291 -5.4336  0.29
108 H 3.6113 -7.4757 -5.9769  0.27
109 H 4.7026 -9.3187 -4.7527  0.28
110 C -4.0188 -2.5148 3.8135  -0.07
111 C -3.6839 -3.6833 4.7184  0.27
112 O -4.4069 -4.7454 4.1214  -0.37
113 C -4.5466 -4.4700 2.8010  0.56
114 O -4.8762 -5.2408 1.9651  -0.53
115 O -4.2316 -3.1697 2.5569  -0.14
116 F -4.1197 -3.4969 5.9821  -0.29
117 H -4.9415 -2.0257 4.1309  0.15
118 H -3.2210 -1.7808 3.7322  0.10
119 H -2.6251 -3.9479 4.7466  0.31

---

No. 2
The following is a quantum chemistry calculation of a molecular structure, C35H32GeN5O4PdS, from the Open Molecules 2025 dataset.

Values from the calculation:
Total charge   -1
Multiplicity   1

Last column: Mulliken charge in e.
Geometry (Å):
1 Pd 0.1358 0.1258 0.0388  0.72
2 N 4.5414 -0.0032 -0.1737  -0.52
3 C 3.1918 0.2725 -0.1427  0.52
4 S 2.1718 -1.0190 0.4235  -0.43
5 N 2.8423 1.4742 -0.4493  -1.37
6 N 1.4816 1.7011 -0.4475  1.28
7 C 1.1166 2.8923 -0.1752  -1.03
8 C -0.2197 3.4333 -0.3284  0.81
9 C -0.3890 4.8093 -0.1113  -0.76
10 C -1.5948 5.4397 -0.3177  -0.84
11 C -2.6847 4.6725 -0.7499  -0.50
12 C -2.5559 3.3161 -0.9493  -0.24
13 C -1.3269 2.6429 -0.7418  0.15
14 O -1.2447 1.3655 -0.9698  -0.14
15 H 4.7764 -0.9797 -0.1887  0.22
16 H 5.0947 0.5973 -0.7604  0.25
17 H 1.8970 3.5824 0.1446  0.29
18 H 0.4727 5.3836 0.2203  0.33
19 H -1.6998 6.5037 -0.1439  0.39
20 H -3.6448 5.1465 -0.9181  0.57
21 H -3.3980 2.7098 -1.2654  0.51
22 O -1.7527 -1.5202 3.4011  -0.74
23 C -0.9750 -0.8805 2.6787  0.32
24 O -0.7190 -1.2134 1.4592  -0.66
25 C -0.3681 0.3724 3.3007  -0.95
26 C -1.1495 1.6853 3.0160  -0.15
27 Ge -3.1281 1.6639 3.0494  2.28
28 C -3.6670 3.5138 2.6150  -0.42
29 C -4.5924 3.7782 1.6026  -0.09
30 C -5.0160 5.0773 1.3376  -0.62
31 C -4.5267 6.1372 2.0908  -0.51
32 C -3.5956 5.8958 3.0938  -0.76
33 C -3.1675 4.5977 3.3447  -0.33
34 C -3.8037 1.2926 4.8584  -0.43
35 C -3.5762 0.0478 5.4589  -0.01
36 C -4.0153 -0.2023 6.7550  -0.73
37 C -4.6873 0.7813 7.4715  -0.45
38 C -4.9250 2.0184 6.8859  -0.59
39 C -4.4866 2.2708 5.5886  -0.23
40 C -3.9882 0.5685 1.6850  0.26
41 C -5.0225 -0.3109 2.0065  -0.93
42 C -5.5972 -1.1138 1.0295  -0.70
43 C -5.1450 -1.0413 -0.2848  -0.73
44 C -4.1192 -0.1655 -0.6156  -0.83
45 C -3.5395 0.6324 0.3648  0.74
46 H 0.6598 0.4847 2.9647  0.42
47 H -0.3811 0.1880 4.3735  0.42
48 H -0.9166 2.0634 2.0207  -0.49
49 H -0.8219 2.4457 3.7291  0.59
50 H -4.9846 2.9561 1.0123  0.35
51 H -5.7274 5.2624 0.5399  0.43
52 H -4.8631 7.1485 1.8922  0.35
53 H -3.2026 6.7198 3.6784  0.41
54 H -2.4288 4.4261 4.1239  0.37
55 H -3.0519 -0.7210 4.8945  0.58
56 H -3.8286 -1.1692 7.2094  0.42
57 H -5.0277 0.5839 8.4823  0.35
58 H -5.4523 2.7892 7.4376  0.39
59 H -4.6842 3.2379 5.1400  0.29
60 H -5.3659 -0.3787 3.0348  0.38
61 H -6.3885 -1.8070 1.2942  0.38
62 H -5.5886 -1.6736 -1.0464  0.38
63 H -3.7623 -0.1040 -1.6390  0.59
64 H -2.7292 1.3009 0.0898  -0.46
65 N -2.6324 -3.4858 -3.0185  -0.30
66 C -2.1860 -2.8257 -4.1227  0.29
67 O -2.5814 -3.0959 -5.2449  -0.67
68 C -1.1874 -1.7358 -3.8774  0.63
69 C -1.0194 -0.7521 -4.8406  -0.31
70 C -0.1097 0.2634 -4.6103  -0.79
71 C 0.6079 0.2538 -3.4217  -0.26
72 N 0.4789 -0.7028 -2.5100  -0.18
73 C -0.3986 -1.6696 -2.7390  -0.60
74 H -3.3293 -4.1968 -3.1445  0.23
75 H -2.3958 -3.1976 -2.0869  0.17
76 H -1.6112 -0.7974 -5.7454  0.46
77 H 0.0379 1.0576 -5.3311  0.42
78 H 1.3176 1.0403 -3.1836  0.42
79 H -0.4411 -2.4343 -1.9692  0.42

---

Going through the records in order, we get HOMO energy values of -8.792; -5.080 eV.
Going through the records in order, we get largest force on an atom values of 0.0282; 0.0460 hartree/bohr.
Going through the records in order, we get HOMO-LUMO gap values of 8.8; 7.2 eV.